(1)
A structure of composition C14H33BrCl4Cs2F3N4O7 at a distorted geometry, computed with wB97M-V/def2-TZVPD.

Last column: Mulliken charge in e.
Element x y z (Å)
1 C 2.69295 -2.52649 0.39147  -1.64
2 C 3.08307 -1.07675 0.62694  0.20
3 C 1.81969 -0.25694 0.46835  -0.77
4 N 1.93835 1.14805 0.05382  0.16
5 C 2.97562 1.62711 -0.97739  -1.25
6 C 2.57939 3.12719 -1.08009  -0.97
7 N 1.40706 3.32264 -0.11554  -0.47
8 C 0.93946 2.00367 -0.04365  0.07
9 N -0.35337 1.77883 -0.11926  0.14
10 N -0.76885 0.44310 -0.06822  -0.60
11 C -1.47603 0.11259 0.93522  1.01
12 C -1.71306 -1.37050 1.00018  -0.62
13 C -1.99396 1.02280 1.98624  -1.56
14 H 1.73022 -2.70122 0.87585  0.17
15 H 2.53056 -2.66828 -0.68061  0.47
16 H 3.44412 -3.20905 0.76912  0.76
17 H 3.86209 -0.84041 -0.08799  0.27
18 H 3.45304 -1.04382 1.64723  -0.07
19 H 1.33611 -0.26787 1.44204  0.32
20 H 1.13778 -0.76535 -0.19933  0.39
21 H 3.95327 1.36721 -0.62643  0.87
22 H 2.69956 1.08433 -1.86765  0.48
23 H 2.12314 3.18198 -2.06137  0.63
24 H 3.32071 3.89586 -1.01124  0.54
25 H 1.89010 3.46839 0.76513  0.38
26 H -0.98587 2.56825 -0.13499  0.36
27 H -0.76293 -1.76706 0.64656  -0.06
28 H -2.42126 -1.65049 0.23011  0.35
29 H -2.04569 -1.69982 1.96982  0.23
30 H -2.35636 0.44660 2.82550  0.41
31 H -2.84666 1.57586 1.59250  0.34
32 H -1.23161 1.70432 2.34713  0.45
33 Br 4.94568 2.64465 -2.63905  -0.85
34 C -4.45015 -0.31597 -0.43080  -0.41
35 C -5.22876 0.96587 -0.66527  -0.50
36 O -6.54815 0.91814 -0.20461  -0.41
37 C -6.72729 1.10968 1.26284  0.05
38 O -6.05863 2.07727 1.78621  -0.84
39 C -6.47273 -0.22328 2.05698  0.65
40 F -6.88062 -1.36030 1.41387  -0.31
41 F -7.17392 -0.20219 3.20913  -0.30
42 F -5.18829 -0.47124 2.42970  -0.23
43 H -5.07817 -1.17889 -0.65896  0.28
44 H -3.55201 -0.34827 -1.05674  0.52
45 H -4.12898 -0.39836 0.60136  -0.25
46 H -5.28761 1.14632 -1.74177  0.32
47 H -4.70112 1.82797 -0.23568  0.25
48 H -7.84511 1.16366 1.30192  0.21
49 C -2.51607 -5.24299 2.84556  0.19
50 Cl -1.99051 -5.09438 4.50863  -0.06
51 Cl -3.25962 -6.80847 2.56628  -0.09
52 Cl -3.60446 -3.95823 2.40888  0.03
53 Cl -1.03503 -5.16138 1.76535  -0.16
54 O -0.50315 3.11191 -3.25303  -0.67
55 H 0.27446 2.93833 -2.71981  0.22
56 H -0.63554 4.06211 -3.18385  0.34
57 Cs 0.34884 -5.18201 -0.28395  1.03
58 Cs 6.56476 1.39225 -4.39719  0.87
59 O 4.42875 -3.65790 2.44386  -0.70
60 H 5.38626 -3.60280 2.50290  0.30
61 H 4.14220 -2.75888 2.65617  0.35
62 O 10.30098 2.04039 -7.22475  -0.63
63 H 11.09925 1.69779 -6.81229  0.31
64 H 10.39615 1.81887 -8.15575  0.31
65 O 4.48031 -1.23665 3.70366  -1.09
66 H 3.59046 -0.85583 3.65021  0.16
67 O 1.88928 3.43584 -5.68907  -1.08
68 H 1.05792 3.67226 -5.26041  0.14

For the electronic energy, the calculation gives -6053.269248 Ha. As for the multiplicity: 1. As for the charge: -1.


(2)
A structure of composition C14H33ClIO4S at a distorted geometry, computed with wB97M-V/def2-TZVPD.

Last column: Mulliken charge in e.
Element x y z (Å)
1 C 3.49783 -5.20155 2.84887  -1.05
2 C 3.72081 -3.63473 2.83330  -0.26
3 I 3.48446 -2.75899 0.87161  0.14
4 C 2.84154 -2.88643 3.91510  -0.75
5 S 1.55193 -1.77484 3.22934  0.12
6 C 0.16817 -2.68355 2.46773  -0.31
7 C -0.02585 -4.13149 2.98341  0.20
8 O 0.36806 -5.03904 2.37810  -0.31
9 Cl -0.91203 -4.42983 4.52006  -0.13
10 H 3.02138 -5.46942 1.88609  0.30
11 H 2.83944 -5.49359 3.69215  0.30
12 H 4.44817 -5.76293 2.93315  0.30
13 H 4.77892 -3.48717 3.13911  0.50
14 H 2.40827 -3.58622 4.65855  0.45
15 H 3.52962 -2.21985 4.48836  0.42
16 H 0.99957 -1.15339 4.32701  0.30
17 H -0.76702 -2.12079 2.71296  0.56
18 H 0.26294 -2.66202 1.36533  0.23
19 C 1.65366 -0.48455 -3.04848  -1.11
20 C 1.94604 0.70646 -2.15023  0.35
21 C 3.42820 0.80685 -1.82671  -1.12
22 O 1.20144 0.58040 -0.93077  -0.39
23 H 1.93911 -1.42124 -2.55745  0.22
24 H 0.58517 -0.55060 -3.26227  0.21
25 H 2.19398 -0.40889 -3.99325  0.43
26 H 1.61258 1.62333 -2.63857  0.31
27 H 3.75364 -0.08919 -1.29379  0.16
28 H 3.62351 1.65804 -1.17200  0.31
29 H 4.02788 0.91924 -2.73107  0.40
30 H 1.49545 -0.23002 -0.49634  0.15
31 C -2.20160 -1.44769 -1.29526  -0.85
32 C -2.59661 -0.50628 -0.16887  0.33
33 C -2.81998 0.90565 -0.68148  -1.16
34 O -1.56655 -0.49599 0.82935  -0.44
35 H -1.26583 -1.12328 -1.76054  -0.09
36 H -2.03381 -2.45766 -0.91180  0.30
37 H -2.97525 -1.49116 -2.06300  0.44
38 H -3.50599 -0.87096 0.31236  0.31
39 H -1.90491 1.30642 -1.12694  0.20
40 H -3.09224 1.57321 0.13852  0.34
41 H -3.61215 0.93304 -1.43088  0.41
42 H -0.75714 -0.17134 0.41027  0.28
43 C -3.70933 6.41127 -2.21259  -1.36
44 C -3.33064 5.03700 -1.68311  0.47
45 C -1.99464 5.07381 -0.95621  -1.12
46 O -3.25959 4.11026 -2.76649  -0.54
47 H -2.96498 6.76936 -2.92986  0.35
48 H -4.66393 6.36856 -2.73976  0.33
49 H -3.79007 7.13877 -1.40263  0.37
50 H -4.10768 4.67809 -1.00516  0.28
51 H -1.19371 5.38782 -1.63215  0.34
52 H -1.73011 4.07934 -0.58984  0.18
53 H -2.02424 5.76160 -0.10879  0.38
54 H -2.57592 4.41612 -3.37448  0.34

For the electronic energy, the calculation gives -2009.946200 Ha. As for the multiplicity: 1. As for the charge: +1.


(3)
A structure of composition C14H33CrN3O9 at a distorted geometry, computed with wB97M-V/def2-TZVPD.

Last column: Löwdin spin population.
Element x y z (Å)
1 Cr -0.59229 0.83790 0.02798  2.82
2 C 0.70360 2.68661 1.46324  0.01
3 O 0.14960 3.40440 2.33102  0.01
4 O 0.86658 1.42191 1.37200  0.00
5 O 0.01078 2.84561 0.43850  0.05
6 C -2.38796 0.77131 -2.01710  0.01
7 O -1.95592 -0.00319 -1.21539  -0.02
8 O -3.59260 1.12729 -2.13147  0.03
9 O -1.92950 1.78945 -1.51646  0.09
10 C 3.26871 0.68269 -1.55268  0.00
11 C 2.04608 1.58893 -1.76782  0.00
12 C 1.91329 2.16169 -3.17047  0.00
13 O 0.56826 2.79281 -3.21985  0.00
14 C 0.40488 3.70492 -4.28546  0.00
15 N 0.90687 0.70137 -1.51436  -0.01
16 H 3.20304 0.23620 -0.56050  0.00
17 H 4.17119 1.28624 -1.64948  0.00
18 H 3.25177 -0.15281 -2.25250  0.00
19 H 1.97218 2.33848 -0.97990  0.00
20 H 2.19846 1.39125 -3.88686  0.00
21 H 2.67056 2.93669 -3.28887  0.00
22 H 0.80809 4.71484 -4.21065  0.00
23 H -0.66888 3.79058 -4.45217  0.00
24 H 0.85318 3.25792 -5.17277  0.00
25 H 0.55254 0.95922 -2.42434  0.00
26 H 1.21612 -0.24915 -1.65918  0.00
27 C 1.41681 -2.00279 1.99619  0.00
28 C 1.26510 -1.60496 0.54694  0.00
29 C 1.52695 -2.84942 -0.38885  0.00
30 O 1.32003 -2.38509 -1.80517  0.00
31 C 1.34143 -3.42525 -2.79634  0.00
32 N -0.11819 -1.24759 0.42792  0.00
33 H 0.87233 -2.85954 2.39320  0.00
34 H 1.19273 -1.16992 2.66268  0.00
35 H 2.48257 -2.05102 2.21967  0.00
36 H 1.88857 -0.72489 0.38924  0.00
37 H 0.79046 -3.61413 -0.14206  0.00
38 H 2.48654 -3.32156 -0.17822  0.00
39 H 2.28044 -3.97485 -2.73088  0.00
40 H 1.20213 -3.03122 -3.80303  0.00
41 H 0.53494 -4.14541 -2.65831  0.00
42 H -0.54229 -1.59132 1.27767  0.00
43 H -0.45564 -1.95360 -0.21065  0.00
44 C -2.74123 1.74590 3.73561  0.00
45 C -1.98779 0.70260 2.88574  0.00
46 C -2.26075 -0.77478 3.26317  0.00
47 O -1.49226 -1.72275 2.56895  0.00
48 C -2.00357 -3.10581 2.72241  0.00
49 N -2.28095 0.92287 1.45378  0.00
50 H -3.79080 1.45187 3.72867  0.00
51 H -2.60885 2.80850 3.53199  0.00
52 H -2.44956 1.70088 4.78489  0.00
53 H -0.94012 0.96820 3.02702  0.00
54 H -3.28005 -0.84114 2.88275  0.00
55 H -2.19529 -0.96884 4.33375  0.00
56 H -1.89483 -3.60587 1.76001  0.00
57 H -3.04248 -3.08037 3.05125  0.00
58 H -1.31423 -3.59638 3.40961  0.00
59 H -3.17364 0.48281 1.28186  0.00
60 H -2.63702 1.84196 1.67421  0.00

Its expectation value of S² is 3.79. For the electronic energy, the calculation gives -2438.834413 Ha. As for the multiplicity: 4. As for the charge: -1.


(4)
A structure of composition C14H33LiN2O6 at a distorted geometry, computed with wB97M-V/def2-TZVPD.

Last column: Mulliken charge in e.
Element x y z (Å)
1 Li -0.07521 -0.18660 0.22343  2.42
2 C -2.04353 -2.72507 0.09252  -1.38
3 C -1.49976 -1.46248 0.71661  0.42
4 O -2.22009 -0.71085 1.34029  -0.65
5 O -0.27961 -1.31737 0.77086  -0.54
6 H -2.05369 -2.60492 -0.99080  0.29
7 H -3.05975 -2.89754 0.44697  0.45
8 H -1.49762 -3.61339 0.41026  0.31
9 C 0.03597 2.19311 4.69003  -0.78
10 O 0.12377 2.99559 3.49301  -0.42
11 C -0.84841 2.71946 2.57298  -0.99
12 C -0.89930 1.30244 1.94479  0.25
13 N -0.13817 1.21007 0.68532  -0.46
14 C 1.31820 1.24131 0.98153  -0.97
15 C 1.71982 -0.22570 1.06090  -1.09
16 O 1.79272 -0.97861 -0.13297  0.62
17 C 2.18931 -2.30803 0.00685  -0.88
18 H -0.16424 2.84453 5.54071  0.31
19 H 0.94931 1.60721 4.79312  0.28
20 H -0.79115 1.48320 4.69097  0.33
21 H -0.78847 3.46398 1.77914  0.31
22 H -1.79264 2.97361 3.05457  0.56
23 H -1.90736 1.05041 1.61557  -0.76
24 H -0.64521 0.47152 2.60288  0.53
25 H -0.45011 1.92894 0.04813  0.67
26 H 1.59582 1.72787 1.91657  0.59
27 H 1.75869 1.72235 0.10822  0.40
28 H 1.08625 -0.78807 1.74678  0.69
29 H 2.72262 -0.29167 1.48296  0.50
30 H 2.00688 -2.59254 -1.02943  0.42
31 H 1.60660 -2.77116 0.80313  0.25
32 H 3.25982 -2.47452 0.12672  0.28
33 C 2.22042 -1.53715 -4.92934  -0.84
34 O 1.91828 -1.41480 -3.59188  -0.26
35 C 2.26410 -0.22969 -2.89353  -1.75
36 C 1.67672 -0.40339 -1.49375  0.66
37 N 0.44999 0.31860 -1.09139  -1.04
38 C -0.73626 -0.41421 -1.52581  -0.94
39 C -2.08890 0.31284 -1.34150  -0.86
40 O -2.10319 0.97927 -0.12157  -0.43
41 C -3.42414 1.26501 0.43695  -0.79
42 H 3.24013 -1.15721 -4.99195  0.33
43 H 1.47353 -0.99830 -5.51235  0.28
44 H 2.36053 -2.56891 -5.25173  0.24
45 H 1.91282 0.66314 -3.41078  0.31
46 H 3.34509 -0.09013 -2.90300  0.55
47 H 2.53589 -0.02714 -0.93845  -0.25
48 H 1.50012 -1.47527 -1.40429  -0.15
49 H 0.26108 1.25849 -1.40922  0.53
50 H -0.77445 -1.35998 -0.98530  0.11
51 H -0.67219 -0.71022 -2.57289  0.48
52 H -2.91383 -0.39960 -1.33666  0.46
53 H -2.23135 1.01650 -2.16166  0.34
54 H -3.72247 2.31181 0.37939  0.32
55 H -3.32926 1.03857 1.49894  0.38
56 H -4.17387 0.63454 -0.04107  0.35

For the electronic energy, the calculation gives -1120.900777 Ha. As for the multiplicity: 1.


Question: The highest multiplicity belongs to which entry?
Answer: C14H33CrN3O9


Question: What is the electronic energy in the fourth record?
Answer: -1120.900777 Ha